Record 1
{
  "formula": "C10H15NO2",
  "method": "wB97M-V/def2-TZVPD",
  "elements": ["C", "C", "C", "C", "C", "C", "C", "C", "C", "C", "N", "O", "O", "H", "H", "H", "H", "H", "H", "H", "H", "H", "H", "H", "H", "H", "H", "H"],
  "xyz": [[3.52, 0.75, 1.82], [0.93, 0.76, 2.17], [0.34, -1.53, 1.58], [0.64, 1.07, 0.79], [-0.73, -1.07, 0.65], [0.12, -0.10, -0.14], [-1.99, -0.34, 1.18], [0.37, 1.31, -2.11], [-1.34, -0.52, -2.35], [-0.65, 0.46, -1.36], [3.41, -0.39, 1.93], [0.82, -2.62, 1.48], [0.77, -0.54, 2.51], [0.07, 1.96, 0.79], [1.68, 1.35, 0.57], [-0.98, -2.01, 0.12], [1.12, -0.63, -0.33], [-1.59, 0.60, 1.82], [-2.57, -0.95, 1.86], [-2.71, -0.08, 0.32], [1.24, 0.90, -2.52], [0.57, 2.29, -1.55], [-0.23, 1.87, -2.88], [-1.76, -1.36, -1.89], [-0.60, -0.91, -3.13], [-2.18, 0.01, -2.75], [-1.51, 1.05, -0.97], [3.24, -1.30, 2.38]],
  "e_tot_ev": -16192.9143,
  "e_homo_ev": -8.4,
  "lumo_energy_ev": 0.5
}

---

Record 2
{
  "formula": "C5H10N2O",
  "method": "wB97M-V/def2-TZVPD",
  "elements": ["H", "N", "C", "N", "C", "C", "O", "C", "C", "H", "H", "H", "H", "H", "H", "H", "H", "H"],
  "xyz": [[0.55, -0.63, -2.53], [0.87, 0.26, -2.16], [0.30, 0.58, -1.07], [0.47, 1.86, -0.58], [-0.56, -0.36, -0.24], [-1.55, 0.31, 0.70], [-1.19, -1.24, -1.15], [0.58, -1.10, 0.55], [1.56, -0.59, 1.28], [0.46, 2.00, 0.41], [1.15, 2.39, -1.10], [-2.21, 0.97, 0.13], [-2.15, -0.45, 1.21], [-1.05, 0.89, 1.47], [-1.62, -1.93, -0.65], [0.38, -2.17, 0.60], [2.17, -1.22, 1.90], [1.84, 0.45, 1.23]],
  "e_tot_ev": -10373.8943,
  "smiles": "[H]/N=C(/N)[C@@](C)(O)C=C",
  "e_homo_ev": -9.0,
  "lumo_energy_ev": 0.8
}

---

Record 3
{
  "formula": "C22H38NiP2",
  "method": "wB97M-V/def2-TZVPD",
  "elements": ["P", "P", "C", "C", "H", "H", "H", "H", "C", "H", "H", "H", "C", "H", "H", "H", "C", "H", "H", "H", "C", "H", "H", "H", "Ni", "C", "C", "C", "C", "C", "C", "C", "C", "C", "H", "H", "H", "H", "H", "H", "H", "H", "H", "H", "H", "H", "H", "H", "H", "C", "C", "C", "C", "C", "C", "C", "H", "H", "H", "H", "H", "H", "H"],
  "xyz": [[0.46, -2.56, 1.10], [-0.15, 1.84, 0.85], [0.09, -1.08, 0.04], [0.69, 0.32, 0.41], [-1.00, -1.00, -0.21], [0.59, -1.33, -0.94], [1.54, 0.17, 1.10], [1.16, 0.72, -0.52], [-1.43, 2.75, -0.07], [-1.85, 3.51, 0.61], [-2.26, 2.12, -0.42], [-1.02, 3.27, -0.95], [1.23, 3.03, 0.83], [1.13, 3.67, -0.06], [2.20, 2.51, 0.76], [1.20, 3.62, 1.76], [-0.61, -3.84, 0.41], [-0.75, -4.62, 1.18], [-0.15, -4.29, -0.48], [-1.59, -3.41, 0.14], [2.12, -3.21, 0.83], [2.88, -2.43, 0.89], [2.19, -3.71, -0.15], [2.31, -3.96, 1.61], [-0.23, 0.11, -2.72], [0.19, 1.69, -3.51], [-1.23, 1.58, -3.23], [-2.14, 0.79, -4.14], [-1.71, -0.69, -4.48], [-0.83, -1.40, -3.47], [0.61, -1.29, -3.43], [1.45, -0.45, -4.35], [0.91, 1.01, -4.65], [0.13, -2.14, 2.79], [0.78, 2.45, -2.99], [-1.71, 2.28, -2.52], [-2.34, 1.34, -5.08], [-3.13, 0.72, -3.66], [-2.62, -1.31, -4.54], [-1.24, -0.71, -5.47], [-1.28, -2.12, -2.79], [1.15, -2.06, -2.87], [1.61, -1.00, -5.29], [2.46, -0.37, -3.94], [1.82, 1.60, -4.87], [0.32, 0.98, -5.57], [0.96, -1.57, 3.20], [0.01, -3.08, 3.35], [-0.77, -1.52, 2.86], [-0.97, 1.86, 2.43], [-0.29, 1.22, 3.61], [1.08, 1.19, 3.91], [1.46, 0.68, 5.17], [0.51, 0.21, 6.09], [-0.84, 0.21, 5.72], [-1.23, 0.72, 4.50], [-1.98, 1.45, 2.31], [-1.14, 2.94, 2.65], [1.84, 1.52, 3.19], [2.52, 0.63, 5.46], [0.79, -0.15, 7.08], [-1.62, -0.15, 6.39], [-2.28, 0.74, 4.17]],
  "multiplicity": 3,
  "e_tot_ev": -83041.0766,
  "e_homo_ev": [-3.0, -5.7],
  "lumo_energy_ev": [0.3, 0.0]
}

---

Record 4
{
  "formula": "C33H33Cl2CuN7O3S",
  "method": "wB97M-V/def2-TZVPD",
  "elements": ["Cu", "Cl", "C", "C", "C", "Cl", "C", "C", "C", "C", "N", "C", "C", "O", "H", "H", "H", "H", "O", "S", "N", "C", "C", "C", "C", "C", "C", "N", "C", "C", "C", "C", "C", "C", "H", "H", "H", "H", "H", "H", "H", "H", "H", "H", "C", "C", "N", "C", "C", "N", "C", "C", "H", "H", "H", "H", "H", "H", "H", "H", "H", "H", "H", "H", "H", "N", "C", "O", "C", "C", "C", "N", "C", "C", "H", "H", "H", "H", "H", "H"],
  "xyz": [[-0.43, -0.10, 0.20], [-1.93, 1.72, -4.25], [-2.34, 2.29, -2.66], [-3.31, 3.28, -2.51], [-3.63, 3.76, -1.27], [-4.84, 5.00, -1.12], [-2.98, 3.27, -0.11], [-3.20, 3.73, 1.20], [-2.47, 3.21, 2.23], [-1.55, 2.19, 1.98], [-1.33, 1.71, 0.77], [-2.02, 2.24, -0.28], [-1.67, 1.70, -1.57], [-0.79, 0.78, -1.68], [-3.81, 3.66, -3.39], [-3.94, 4.50, 1.37], [-2.60, 3.57, 3.24], [-0.97, 1.76, 2.78], [2.64, -2.11, -1.99], [1.27, -2.21, -1.41], [0.96, -1.18, -0.38], [-1.59, -3.27, 4.59], [-2.05, -3.93, 3.46], [-2.13, -3.27, 2.24], [-1.78, -1.91, 2.12], [-1.29, -1.28, 3.28], [-1.20, -1.94, 4.48], [-1.89, -1.21, 0.94], [-2.87, -1.59, 0.02], [-4.18, -1.87, 0.47], [-5.19, -2.18, -0.43], [-4.94, -2.21, -1.79], [-3.67, -1.93, -2.25], [-2.65, -1.63, -1.36], [-1.53, -3.79, 5.54], [-2.35, -4.97, 3.52], [-2.46, -3.81, 1.36], [-0.99, -0.24, 3.20], [-0.83, -1.42, 5.36], [-4.39, -1.80, 1.52], [-6.18, -2.39, -0.05], [-5.74, -2.45, -2.49], [-3.46, -1.94, -3.31], [-1.66, -1.42, -1.74], [4.44, 1.81, -1.28], [3.28, 1.27, -0.41], [2.02, 1.67, -0.99], [1.98, 1.26, -2.39], [2.96, 2.13, -3.21], [3.85, 2.82, -2.22], [3.06, 3.84, -1.46], [1.82, 3.10, -0.88], [4.90, 1.02, -1.87], [5.21, 2.31, -0.69], [3.35, 1.64, 0.62], [3.30, 0.18, -0.38], [0.96, 1.34, -2.76], [2.27, 0.21, -2.43], [2.45, 2.90, -3.79], [3.57, 1.53, -3.88], [4.60, 3.29, -2.72], [2.78, 4.64, -2.14], [3.70, 4.25, -0.68], [0.91, 3.36, -1.42], [1.68, 3.37, 0.17], [3.06, -2.31, 6.55], [3.25, -1.07, 6.04], [3.91, -0.22, 6.61], [2.60, -0.80, 4.72], [2.27, -1.79, 3.80], [1.71, -1.41, 2.59], [1.47, -0.15, 2.26], [1.77, 0.80, 3.15], [2.34, 0.53, 4.38], [3.46, -2.51, 7.45], [2.43, -2.97, 6.14], [2.45, -2.83, 4.00], [1.45, -2.14, 1.84], [1.55, 1.82, 2.85], [2.59, 1.31, 5.08]],
  "multiplicity": 2,
  "e_tot_ev": -131848.5947,
  "e_homo_ev": [-6.1, -6.0],
  "lumo_energy_ev": [-0.8, -0.8]
}